{
  "formula": "CH2AlF4NO6PS2",
  "method": "ωB97M-V/def2-TZVPD",
  "symbols": ["O", "S", "O", "F", "N", "P", "O", "O", "S", "O", "O", "C", "F", "F", "F", "H", "H", "Al"],
  "xyz": [[2.1344, -0.3794, 0.7492], [1.5034, 0.8789, 0.4167], [2.3695, 1.7607, -0.2756], [1.4956, 1.5554, 1.9030], [-0.0695, 0.8317, -0.2038], [-1.4831, 0.4460, 0.7762], [-1.3454, -0.7212, 1.7681], [-1.7799, 1.7691, 1.5145], [-0.0099, -0.1382, -1.8683], [-0.7043, 0.6567, -2.7941], [1.3738, -0.3786, -2.0417], [-0.9124, -1.8271, -1.6546], [-2.1670, -1.5817, -1.4485], [-0.6862, -2.3508, -2.7873], [-0.3426, -2.4594, -0.6787], [-0.7144, -0.6335, 2.5132], [-2.2152, 1.6797, 2.3959], [3.5532, 0.8918, 1.7159]],
  "atomic_forces_ev_per_a": [[0.27, -0.10, 1.22], [-1.63, 0.23, -2.27], [0.31, 0.51, 0.38], [-0.92, -0.12, -0.09], [-0.67, -0.72, 2.31], [1.33, 1.19, 0.11], [0.24, -0.06, -0.57], [-0.10, -0.29, 0.05], [0.87, -0.14, -3.77], [-0.81, 0.28, 0.77], [0.28, -0.05, 1.14], [0.11, 0.04, 0.14], [-0.67, 0.23, 0.47], [0.15, -0.52, -1.01], [0.14, -0.19, 0.71], [-0.28, -0.43, 0.39], [-0.34, 0.47, -0.07], [1.70, -0.32, 0.09]],
  "energy_ev": -63229.307,
  "molar_mass_g_mol": 322.1,
  "charge": 3
}